ORCA calculation (ωB97M-V/def2-TZVPD) on one molecule with the formula C6H11N3OS.

As for the energy above the lowest of the compared OMol25 structures with the same formula, charge and spin: 188.4 kJ/mol. Its SMILES is CC(C)(C)[C@@]1(O)N=NC(=S)N1. As for the HOMO energy: -8.8 eV.

Last column: natural (NBO) charge in e.
Geometry (Å):
C (1.820634, -0.023854, -2.801669)  0.138
H (-1.194969, -1.586183, -0.269426)  0.234
C (0.026666, 0.102175, 0.068736)  -0.019
H (-1.960014, 0.981281, 0.318320)  0.214
H (-0.662541, 2.116062, 0.101751)  0.225
C (-0.936469, 1.190568, 0.539147)  -0.633
H (2.263437, -0.399653, 0.381434)  0.215
H (-0.699851, 1.259998, 1.629583)  0.214
O (-1.309427, 0.171803, -2.096886)  -0.700
N (0.833173, -0.673409, -2.163264)  -0.612
C (-0.414864, -1.274324, 0.495270)  -0.640
H (1.389677, 0.367874, 1.718346)  0.216
N (0.712664, 1.541040, -1.934729)  -0.112
H (0.442652, -1.982653, 0.369760)  0.204
H (-0.765642, -1.250048, 1.526219)  0.232
H (1.932318, 1.319646, 0.357169)  0.226
C (1.479522, 0.417472, 0.592270)  -0.636
H (-1.844773, 0.976224, -2.040755)  0.497
S (3.066627, -0.719700, -3.557966)  -0.015
C (-0.027060, 0.292145, -1.589424)  0.461
H (0.949953, -1.525072, -1.666191)  0.425
N (1.724962, 1.342282, -2.609297)  -0.133

Forces on the atoms, in the same order (eV/Å):
2.0 -3.1 -0.5
0.4 0.1 1.4
0.9 2.1 -2.2
-0.7 -0.3 0.2
0.2 1.0 -0.4
1.5 -0.8 1.9
-1.3 1.0 -0.1
-0.9 0.2 -0.6
-0.1 0.3 -0.4
-1.0 0.6 -0.4
0.1 -0.7 -2.0
0.1 0.2 -1.0
-1.7 1.6 0.4
-0.7 0.3 0.4
-0.1 -0.3 -0.1
0.4 1.9 -0.7
-0.6 -3.5 1.7
0.4 0.0 0.2
0.5 -0.1 -0.4
1.3 -0.9 2.6
0.4 -0.8 -0.3
-1.0 1.1 0.3


ORCA calculation (ωB97M-V/def2-TZVPD) on a 12-piece molecular cluster, C48H60N12 overall.

As for the energy above the lowest of the compared OMol25 structures with the same formula, charge and spin: 2460.8 kJ/mol. Its SMILES is c1cc[nH]c1.c1cc[nH]c1.c1cc[nH]c1.c1cc[nH]c1.c1cc[nH]c1.c1cc[nH]c1.c1cc[nH]c1.c1cc[nH]c1.c1cc[nH]c1.c1cc[nH]c1.c1cc[nH]c1.c1cc[nH]c1. As for the HOMO energy: -7.0 eV.

Last column: Mulliken charge in e.
Geometry (Å):
C (1.923747, 1.803184, 5.820847)  -0.791
N (-1.648090, 2.674478, -3.266610)  0.135
H (1.763022, -0.772171, -5.018988)  0.817
H (-1.415448, -2.857658, -0.445594)  -0.113
C (2.003522, 4.836688, -0.333538)  -0.703
C (-2.939505, -1.590882, 3.233553)  -0.583
H (-0.252030, 2.819841, -6.340699)  0.391
H (-4.485103, 1.416751, 4.724446)  0.348
H (-0.967740, 3.488174, -0.138498)  0.033
H (-0.949587, -1.035894, 2.199169)  -0.046
C (-0.482191, -0.248581, 0.137585)  1.355
C (-4.634273, -4.130263, -0.367657)  -0.358
C (-1.156953, 1.731014, 3.437905)  -0.487
N (1.461131, -0.328975, -1.116398)  0.996
C (-1.684031, -1.777960, 2.498929)  1.086
C (5.019259, 1.635316, 2.981840)  0.100
C (-2.951046, 2.244439, -0.648989)  0.946
H (2.968497, -0.350889, 0.340856)  0.667
H (0.896614, 2.373469, -2.673125)  -0.408
N (3.903857, 0.917426, -3.132068)  -0.002
C (2.143182, 0.994112, 4.559094)  0.409
N (1.327804, 0.990907, 6.777563)  0.033
H (-4.221070, -1.162731, -2.121024)  0.329
H (-2.706386, 1.108666, -0.497001)  -0.541
H (-3.071089, -5.020941, 3.173858)  0.324
C (1.945922, -0.326895, 0.120841)  -1.836
N (-0.104797, -3.334932, -4.056774)  0.146
H (4.275513, 1.336966, 2.200617)  0.337
C (0.762536, -0.205651, 1.034803)  0.032
H (-2.122956, 2.984005, -2.278330)  0.263
H (0.635698, -0.111858, 2.165972)  -0.747
H (-2.704070, 5.544168, -0.226196)  0.543
H (4.439632, 0.052438, 4.745810)  0.294
C (-2.915882, -3.878786, 2.965826)  -0.697
H (-0.158219, 1.719038, 2.900009)  0.379
H (-2.375553, 0.137195, 6.246604)  0.255
C (-0.925077, -2.322703, -4.452852)  -0.511
N (1.752029, 2.560849, -0.735938)  0.321
C (3.737439, -1.232760, -3.959302)  -0.588
H (1.953003, -0.316487, -1.759058)  -0.773
H (6.476571, 1.507629, 6.088515)  0.545
H (1.674032, 1.592784, -0.602585)  0.470
H (6.734426, 3.338595, 2.172356)  0.243
H (1.710003, -1.176586, 4.335136)  0.795
H (-0.297229, -0.381594, -2.231242)  0.347
C (-3.342026, 1.525370, 4.475657)  -0.908
N (-3.861664, -3.370173, 0.508104)  0.038
C (1.396753, 3.107896, -1.942974)  0.363
C (0.264879, -4.178245, -4.974723)  -0.215
H (1.966742, 2.633707, 6.337799)  0.692
C (-1.116465, 1.196914, -5.032277)  -0.685
H (0.893865, -5.040733, -4.677429)  0.329
C (4.612230, -0.230819, -3.117935)  -0.862
C (-2.084697, 3.380546, -0.351918)  0.250
C (6.228889, 1.536026, 5.156418)  -0.725
H (-1.270572, -5.567465, -1.025356)  0.657
H (1.007963, -1.841348, -1.198177)  -0.131
H (2.266862, 5.882379, 0.254647)  0.211
C (0.142677, -0.362638, -1.268609)  0.194
H (-3.660067, -3.243088, 1.509240)  0.552
H (2.539287, -3.668667, -2.183758)  0.379
H (0.266605, -3.481525, -3.150778)  0.572
N (-4.183291, 4.135739, -0.769232)  0.121
C (-4.307778, -2.118697, -1.492988)  -0.419
H (1.003307, 1.203694, 7.624084)  0.008
C (-4.779724, -3.541351, -1.702641)  -0.970
C (-2.693555, 2.105557, 3.254997)  -0.105
H (-4.550808, -2.884774, 3.959881)  0.238
H (1.918083, 1.707988, -3.974343)  0.738
H (-1.546890, -0.151612, 0.175257)  -0.187
H (1.045493, -6.147309, -2.176920)  0.510
H (-0.243772, 0.605424, 5.053909)  0.627
C (-1.721129, -3.341335, 2.308697)  -0.830
H (-0.049262, -4.399499, -7.197549)  0.324
N (6.793960, 2.405423, 4.360192)  0.054
H (7.610675, 2.832365, 4.541956)  0.110
H (-3.079686, 2.661820, 2.392623)  0.388
C (0.827729, -5.183861, -1.775058)  -1.128
H (-5.000740, 4.768885, -0.774499)  0.244
H (-5.061771, -5.028664, 0.141218)  0.381
H (-2.973203, -1.014312, 0.294169)  -0.262
H (1.394950, 5.261461, -2.523540)  0.801
H (2.430904, 3.035733, 1.113850)  0.454
N (-3.644180, -2.784990, 3.487345)  -0.021
C (2.543254, -0.437204, -4.430769)  -0.438
C (-2.983228, 4.551292, -0.453999)  -0.913
N (-1.072672, 1.037558, 4.707097)  0.162
C (-4.333856, 2.844508, -0.883807)  -1.217
H (-5.288993, -4.029652, -2.547438)  0.386
H (-3.446420, -0.637781, 3.650176)  -0.025
C (-0.583260, -3.352509, -0.989877)  0.515
H (4.003260, -2.261766, -4.305532)  0.447
C (-1.170501, 3.465270, -4.253451)  -0.613
C (-0.926110, -2.507087, -6.038385)  -0.776
C (-3.649490, -2.038862, -0.079340)  0.391
C (6.222928, 2.628208, 3.096186)  -0.726
H (-1.506954, -1.592140, -3.824883)  0.461
H (4.153424, 1.853099, -2.647720)  0.333
H (5.418140, -0.251588, -2.626909)  0.674
H (-1.256835, 4.471703, -4.169039)  0.622
C (1.318567, -0.325977, 6.309761)  -0.755
H (-1.026719, -3.988835, 1.687118)  0.459
C (1.482560, -3.843192, -1.895661)  -0.242
C (2.687766, 0.959133, -3.824429)  -1.044
N (0.717996, -2.922926, -1.336112)  0.324
C (-1.670617, 1.303895, -3.698403)  0.259
C (1.712247, -0.338837, 4.898951)  -0.811
C (-0.192887, -3.743655, -6.286846)  -0.769
H (-1.417591, -1.922683, -6.778732)  0.493
C (-0.606843, -4.819859, -1.200320)  -0.929
H (2.604893, 1.595898, 3.562264)  -0.120
H (-2.205791, 0.720588, -2.863087)  0.180
H (-0.992617, 0.311813, -5.553577)  0.645
H (-5.201018, 2.316760, -1.123745)  0.567
C (2.214785, 3.466654, 0.206641)  -0.564
C (-2.228879, 0.912010, 5.380851)  -0.415
C (5.022034, 0.999401, 4.341866)  -0.066
C (-0.658111, 2.557119, -5.348890)  -1.079
C (1.565605, 4.620220, -1.811296)  -1.227
H (0.972247, -1.249332, 7.032329)  0.269

Forces on the atoms, in the same order (eV/Å):
-1.5 -6.5 -3.0
-1.4 -1.4 0.2
-1.5 -0.6 -1.1
1.3 0.3 -0.8
0.7 -1.7 -1.0
0.6 0.9 -0.2
-0.3 0.2 0.9
2.6 0.6 -0.6
-1.9 -0.5 -0.3
-0.8 -0.7 0.3
6.4 0.0 -3.9
0.5 0.4 -0.3
-3.3 -0.8 2.1
-9.0 0.1 12.1
-4.4 -4.5 2.1
3.5 1.0 4.2
-2.0 0.8 1.0
1.2 -0.1 0.2
0.8 2.0 1.2
-1.8 4.0 0.6
-0.2 3.7 1.8
2.8 -4.4 -6.3
-0.4 -2.0 0.5
-0.7 2.7 -0.7
-0.2 2.7 -0.5
-4.6 0.7 4.5
-2.0 1.7 0.6
1.2 0.8 0.6
-1.0 -0.3 -2.7
1.6 -0.9 -3.2
1.0 -0.2 -1.9
-0.1 0.8 -0.1
1.2 2.5 -1.1
3.4 0.2 0.1
-1.9 0.7 0.4
0.5 2.0 -1.8
0.2 -0.1 -5.4
0.5 2.8 -0.9
0.2 4.0 0.9
11.0 0.2 -14.5
1.4 -0.8 5.5
0.0 -1.0 0.6
-1.5 -2.3 3.4
0.1 -2.4 -1.8
-0.3 0.0 -0.6
2.3 -0.5 0.6
-0.5 5.2 -3.1
-0.3 3.2 0.8
0.7 -1.2 -3.9
1.2 5.5 0.5
-0.3 4.0 4.3
-0.6 0.8 -0.4
-9.8 -2.5 -6.6
-2.1 1.4 -0.2
-6.5 -2.1 -7.9
-2.3 -1.5 0.5
-0.9 -4.6 -0.5
-0.7 -3.1 -1.9
-3.5 2.2 5.5
-0.9 -1.7 -1.0
-1.1 0.2 0.1
-0.4 0.0 0.7
-3.3 2.5 0.0
2.4 -0.7 3.4
-1.2 1.4 3.9
0.7 2.1 4.1
4.1 -2.8 3.4
0.9 0.4 -0.4
1.0 0.3 0.2
0.3 -0.1 0.9
0.6 -0.2 -0.2
0.7 -0.2 -0.1
-1.1 1.2 1.6
-0.3 1.4 1.1
-2.4 0.8 -4.4
3.2 1.9 1.0
0.1 -0.4 0.6
-3.2 5.3 1.4
0.9 -0.6 -0.2
0.5 0.6 -1.2
-2.6 -4.1 -0.7
-0.9 3.5 -3.6
0.7 -0.2 2.2
1.9 -0.5 -0.6
5.1 2.7 4.5
4.7 -2.6 0.8
-1.6 1.7 -2.4
5.5 -4.0 0.8
0.4 0.6 0.6
1.3 -1.7 -1.1
0.7 -4.8 0.0
-0.2 1.2 0.7
1.8 -5.5 -2.6
1.0 -2.0 4.5
-1.6 -0.1 -4.4
-2.0 -1.9 -2.2
1.1 -1.1 -0.7
-0.1 -2.5 -0.9
6.2 -0.7 3.5
0.3 2.8 0.0
-0.9 -1.5 -0.4
-0.9 1.1 1.1
0.8 -5.5 1.0
0.8 -6.2 -2.0
-2.0 3.3 1.6
-0.4 1.6 0.9
0.1 3.8 4.5
-0.2 0.2 2.3
-0.4 0.4 -0.2
6.9 4.5 -1.8
-1.6 -2.4 3.1
1.1 0.1 -2.1
0.3 -1.4 -1.0
-1.2 -0.3 -0.3
-2.3 3.2 -4.0
-3.9 0.3 -2.2
2.7 -0.1 0.8
-2.4 0.6 1.9
1.2 -7.7 7.1
0.8 2.7 -2.2


ORCA calculation (ωB97M-V/def2-TZVPD) on a 2-piece molecular cluster, C4H11NO2 overall.

As for the energy above the lowest of the compared OMol25 structures with the same formula, charge and spin: 123.3 kJ/mol. Its SMILES is C[C@H](N)CC=O.O. As for the HOMO energy: -9.3 eV.

Last column: natural (NBO) charge in e.
Geometry (Å):
H (-0.940202, 0.146429, -0.764863)  0.351
H (2.487528, 0.764738, -0.819871)  0.236
H (0.757078, 2.734504, -1.066218)  0.109
H (1.115552, 0.919555, 1.134009)  0.180
H (0.689635, -1.823585, -0.010637)  0.208
O (0.625831, 1.870543, -2.849832)  -0.525
H (0.844021, -1.338130, 1.797890)  0.212
H (-1.204904, -0.220545, 0.793620)  0.377
O (-3.438553, -1.171444, 1.182043)  -0.951
H (1.325112, -0.264277, -1.630125)  0.218
C (1.413833, 0.604444, -0.970695)  -0.526
N (-0.723404, 0.429546, 0.181223)  -0.839
C (0.894101, 1.815106, -1.679144)  0.448
C (1.103277, -1.167770, 0.756284)  -0.621
H (-4.219673, -0.687891, 0.895163)  0.478
H (2.171086, -1.320787, 0.654844)  0.204
H (-3.634566, -1.582841, 2.033580)  0.475
C (0.734247, 0.292403, 0.362721)  -0.037

Forces on the atoms, in the same order (eV/Å):
-0.2 -0.1 -0.1
0.0 0.0 0.1
0.1 -0.2 0.1
0.0 0.9 0.6
-0.5 -0.3 0.5
0.0 -0.3 -0.2
-0.4 -0.5 -0.2
-0.2 0.2 0.0
0.2 -0.1 0.1
-0.1 0.1 -0.1
0.3 -0.2 0.0
0.6 0.2 0.3
-0.3 0.7 0.2
0.5 1.1 -0.6
0.0 -0.1 0.2
0.5 0.1 0.2
-0.2 0.2 -0.3
-0.3 -1.7 -0.9


ORCA calculation (ωB97M-V/def2-TZVPD) on a 10-piece molecular cluster, C5H31NO9S overall.

As for the energy above the lowest of the compared OMol25 structures with the same formula, charge and spin: 0.0 kJ/mol. Its SMILES is CSCC[C@@H](C)N.O.O.O.O.O.O.O.O.O. As for the HOMO energy: -8.3 eV.

Last column: natural (NBO) charge in e.
Geometry (Å):
H (-1.369953, -3.504319, -2.628136)  0.461
S (-0.337770, 1.909785, 0.874512)  0.166
H (-1.462307, -0.060522, -3.355444)  0.514
H (-0.899109, 2.827668, -1.288598)  0.228
C (-1.172781, 1.986861, 2.469488)  -0.531
H (-0.937151, 2.934940, 2.984231)  0.209
H (0.557074, 0.766818, 3.139299)  0.241
H (-2.600318, -0.260636, 1.371607)  0.230
O (2.049853, -3.055741, -1.212452)  -0.994
H (-2.856311, -0.529215, -3.771789)  0.490
H (-0.147492, -0.780494, 1.125781)  0.373
H (-0.943582, -1.058471, 3.919079)  0.200
H (2.043166, -3.912922, -0.790067)  0.486
H (-0.702623, 1.121321, 4.321500)  0.212
H (-0.400292, -2.166552, 1.912678)  0.355
H (2.299852, 1.270688, -2.400932)  0.514
H (-3.089065, -1.302459, 2.618025)  0.214
O (2.063711, -0.280236, -1.474209)  -0.949
H (0.281005, 1.534097, -4.091046)  0.490
O (0.231187, 0.633563, -4.434899)  -0.973
O (2.046203, 2.103094, -2.873723)  -1.012
H (1.265586, -2.931743, -1.796850)  0.509
H (-2.993862, 0.298458, 3.066047)  0.197
H (1.179292, 0.492338, -4.632837)  0.486
H (2.045809, -0.970502, 3.065474)  0.501
H (3.401245, -1.351749, 3.717348)  0.459
C (-0.894993, 3.186729, -0.272277)  -0.754
C (-2.495138, -0.426270, 2.434100)  -0.649
N (-0.133286, -1.191005, 2.060577)  -0.866
H (-2.252671, 1.977077, 2.402601)  0.217
O (-0.876090, -2.947033, -3.246181)  -0.988
O (2.558071, -0.929629, 3.877968)  -0.965
H (2.083183, 2.871495, -2.315465)  0.476
H (4.386662, -0.182072, 1.857011)  0.484
H (-1.367103, -2.109131, -3.243773)  0.491
H (-0.223145, 4.034166, -0.185048)  0.210
H (-3.109651, -0.656080, -1.277221)  0.493
O (-3.839855, -0.974069, -0.722831)  -0.962
O (-2.158963, -0.665830, -3.116673)  -0.964
O (3.741023, -0.398148, 1.210389)  -0.951
C (-0.513090, 0.881015, 3.290936)  -0.421
H (-1.828269, 3.661397, -0.020732)  0.221
H (4.094899, -0.938751, 0.529889)  0.469
H (2.391103, -1.136036, -1.805998)  0.487
H (-4.271458, -0.211553, -0.336959)  0.465
C (-1.078839, -0.543297, 2.975885)  -0.052
H (2.619312, -0.339447, -0.690259)  0.480

Forces on the atoms, in the same order (eV/Å):
0.1 0.1 -0.2
0.3 -0.6 -0.7
0.9 0.5 -0.4
0.0 -0.3 -0.2
1.1 1.7 0.3
0.1 -0.1 -0.4
0.1 0.7 0.0
0.4 0.5 -0.1
-0.3 0.8 -0.7
0.1 -0.1 0.1
-0.1 0.2 0.3
-0.7 -0.5 0.1
-0.4 -0.2 -0.2
0.0 0.0 0.6
0.1 0.3 0.2
-0.4 0.9 0.2
0.0 -0.9 0.0
1.0 -0.9 -0.1
0.0 0.0 0.2
0.5 0.1 -0.3
0.1 -0.7 -0.7
0.5 -0.7 0.7
-0.4 0.4 -0.3
-0.8 -0.2 0.2
-0.2 -0.2 -0.4
0.0 -0.2 -0.2
0.2 1.0 0.9
-0.4 -0.8 1.4
0.2 -0.8 -0.5
-0.1 -0.4 -0.1
0.3 -0.8 0.4
0.0 0.3 0.7
0.2 0.0 0.6
1.0 0.2 0.6
0.0 0.1 0.0
0.5 0.0 -0.3
-0.2 0.1 0.0
0.2 -0.3 -0.1
-1.0 0.1 0.2
-1.9 0.5 -0.2
-1.1 -0.9 -0.6
-0.8 -0.4 0.1
1.0 -0.8 -0.5
-0.7 0.1 -0.7
0.1 0.2 0.0
1.0 1.1 -0.8
-0.4 1.0 0.9


Number 1: frontier orbital gap 7.789 eV, electronic energy -872.85292 a.u., LUMO -1.06 eV. Number 2: frontier orbital gap 7.467 eV, electronic energy -2521.07427 a.u., LUMO 0.51 eV. Number 3: frontier orbital gap 9.979 eV, electronic energy -364.22123 a.u., LUMO 0.71 eV. Number 4: frontier orbital gap 8.601 eV, electronic energy -1339.17245 a.u., LUMO 0.28 eV.